{
  "formula": "C30H31N3O6PRuSe2",
  "method": "wB97M-V/def2-TZVPD",
  "species": ["Ru", "N", "N", "C", "O", "O", "H", "H", "H", "C", "C", "C", "C", "C", "C", "P", "C", "C", "C", "C", "C", "C", "C", "C", "C", "C", "C", "C", "H", "H", "H", "H", "H", "H", "H", "H", "H", "H", "H", "H", "H", "H", "C", "Se", "C", "C", "Se", "C", "H", "H", "H", "H", "H", "H", "H", "H", "H", "H", "O", "C", "O", "C", "C", "C", "C", "C", "C", "N", "O", "O", "H", "H", "H", "H"],
  "positions_angstrom": [[-0.944, -0.864, -0.138], [-2.942, -1.006, 1.345], [-3.808, -2.007, 0.902], [-3.583, -2.625, -0.339], [-4.500, -3.266, -0.834], [-2.406, -2.473, -0.831], [-2.636, -1.184, 2.292], [-3.350, -0.081, 1.268], [-4.773, -1.948, 1.178], [4.642, 0.579, 4.734], [3.350, 0.583, 5.236], [2.272, 0.443, 4.374], [2.476, 0.287, 3.006], [3.779, 0.287, 2.508], [4.854, 0.436, 3.370], [1.015, -0.037, 1.938], [1.626, 0.571, 0.316], [1.535, -0.174, -0.869], [1.751, 0.453, -2.098], [2.076, 1.795, -2.152], [2.211, 2.526, -0.976], [1.964, 1.923, 0.244], [1.038, -1.862, 1.836], [1.959, -2.693, 2.476], [1.716, -4.057, 2.527], [0.564, -4.587, 1.959], [-0.339, -3.764, 1.297], [-0.107, -2.397, 1.227], [5.487, 0.691, 5.402], [3.185, 0.702, 6.299], [1.261, 0.452, 4.765], [3.952, 0.165, 1.447], [5.863, 0.438, 2.975], [1.444, -1.258, -0.823], [1.670, -0.121, -3.013], [2.248, 2.269, -3.110], [2.485, 3.572, -1.012], [2.025, 2.498, 1.161], [2.840, -2.270, 2.942], [2.418, -4.707, 3.035], [0.371, -5.651, 2.032], [-1.229, -4.196, 0.855], [1.732, -3.695, -2.732], [-0.014, -3.584, -1.837], [-1.047, -3.401, -3.476], [-0.875, -2.034, -4.109], [-1.467, -0.553, -2.948], [-3.349, -0.852, -3.260], [1.678, -4.438, -3.525], [2.469, -4.000, -1.994], [2.016, -2.729, -3.146], [-2.077, -3.593, -3.181], [-0.726, -4.186, -4.163], [-1.450, -1.966, -5.034], [0.174, -1.845, -4.341], [-3.514, -0.843, -4.334], [-3.876, -0.034, -2.781], [-3.647, -1.803, -2.826], [-2.770, 1.111, -0.970], [-1.990, 1.838, -0.323], [-1.118, 1.383, 0.474], [-2.127, 3.329, -0.403], [-3.353, 3.925, -0.676], [-3.475, 5.308, -0.671], [-2.373, 6.104, -0.413], [-1.148, 5.497, -0.178], [-1.017, 4.119, -0.157], [0.033, 6.316, 0.058], [-0.133, 7.483, 0.349], [1.123, 5.785, -0.053], [-4.209, 3.298, -0.890], [-4.433, 5.768, -0.871], [-2.437, 7.183, -0.394], [-0.061, 3.667, 0.055]],
  "lowdin_spin": [3.8003, 0.1108, 0.0052, 0.0104, 0.0160, 0.1493, 0.0023, 0.0016, 0.0029, -0.0003, 0.0003, 0.0019, 0.0247, 0.0039, 0.0013, 0.0620, 0.0279, 0.0215, 0.0194, 0.0008, 0.0227, -0.0025, 0.0514, 0.0124, 0.0071, 0.0110, 0.0372, 0.2208, 0.0000, 0.0001, 0.0008, 0.0006, 0.0002, 0.0067, 0.0007, -0.0004, 0.0013, -0.0005, 0.0017, 0.0005, 0.0016, 0.0027, 0.0091, 0.0712, 0.0070, 0.0121, 0.0974, 0.0114, 0.0021, 0.0000, 0.0009, 0.0002, 0.0020, 0.0022, 0.0003, 0.0030, -0.0001, 0.0012, 0.0356, 0.0099, 0.0896, 0.0029, 0.0014, 0.0002, 0.0008, 0.0001, 0.0011, 0.0000, 0.0000, 0.0000, 0.0001, 0.0000, 0.0000, 0.0002],
  "orbital_gap_ev": [7.212, 6.801],
  "charge": 0,
  "spin_multiplicity": 6,
  "lumo_energy_ev": [-0.4679, -1.4511],
  "homo_ev": [-7.7, -8.3],
  "de_lowest_ev": 1.419
}


{
  "formula": "C21H43CoO16",
  "method": "wB97M-V/def2-TZVPD",
  "species": ["Co", "C", "O", "H", "H", "H", "C", "C", "O", "C", "O", "O", "C", "H", "H", "H", "H", "H", "H", "H", "H", "C", "C", "O", "C", "O", "O", "C", "H", "H", "H", "H", "H", "H", "H", "H", "C", "C", "O", "C", "O", "O", "C", "H", "H", "H", "H", "H", "H", "H", "H", "C", "C", "O", "C", "O", "O", "C", "H", "H", "H", "H", "H", "H", "H", "H", "C", "C", "O", "C", "O", "O", "C", "H", "H", "H", "H", "H", "H", "H", "H"],
  "positions_angstrom": [[-2.048, -2.671, -1.002], [0.392, -0.953, 0.196], [-0.537, -1.916, -0.154], [1.280, -1.371, 0.673], [0.767, -0.389, -0.678], [-0.122, -0.148, 0.738], [1.845, -0.772, -3.350], [0.445, -0.445, -3.791], [-0.046, -1.555, -4.588], [-0.959, -2.344, -4.094], [-1.361, -2.279, -2.941], [-1.277, -3.234, -5.005], [-2.068, -4.332, -4.546], [1.914, -1.629, -2.676], [2.316, 0.031, -2.779], [2.515, -1.016, -4.176], [0.340, 0.400, -4.466], [-0.180, -0.292, -2.910], [-2.349, -5.024, -5.327], [-2.984, -3.929, -4.098], [-1.617, -4.828, -3.684], [-1.949, 3.177, -0.722], [-2.168, 1.720, -1.106], [-3.543, 1.378, -0.890], [-3.954, 0.143, -0.889], [-3.216, -0.823, -1.008], [-5.259, 0.132, -0.763], [-5.872, -1.150, -0.598], [-2.388, 3.850, -1.455], [-0.874, 3.334, -0.645], [-2.381, 3.385, 0.255], [-1.570, 1.097, -0.438], [-1.827, 1.522, -2.122], [-5.390, -1.709, 0.202], [-5.800, -1.730, -1.523], [-6.940, -1.032, -0.452], [3.417, -3.146, -0.528], [4.110, -1.828, -0.830], [4.735, -1.877, -2.086], [5.211, -0.805, -2.695], [5.103, 0.335, -2.319], [5.912, -1.175, -3.754], [6.553, -0.152, -4.511], [4.122, -3.961, -0.688], [2.558, -3.321, -1.183], [3.022, -3.144, 0.486], [4.815, -1.784, 0.006], [3.398, -1.005, -0.742], [7.133, -0.607, -5.310], [7.278, 0.392, -3.909], [5.774, 0.475, -4.939], [2.877, 4.824, 5.874], [3.841, 5.044, 4.709], [3.878, 3.884, 3.884], [3.137, 3.850, 2.791], [2.395, 4.706, 2.399], [3.225, 2.615, 2.285], [2.380, 2.273, 1.215], [2.924, 5.693, 6.527], [3.199, 3.943, 6.435], [1.865, 4.586, 5.549], [4.827, 5.268, 5.105], [3.480, 5.913, 4.159], [1.435, 1.844, 1.559], [2.920, 1.611, 0.541], [2.069, 3.126, 0.607], [-1.800, -1.368, 4.052], [-2.321, -0.391, 3.012], [-3.618, 0.066, 3.383], [-4.676, -0.672, 3.087], [-4.632, -1.746, 2.522], [-5.757, -0.065, 3.532], [-7.034, -0.598, 3.197], [-0.757, -1.596, 3.800], [-2.361, -2.300, 4.028], [-1.674, -0.986, 5.064], [-2.278, -0.809, 2.007], [-1.676, 0.487, 3.038], [-7.029, -1.099, 2.234], [-7.762, 0.205, 3.257], [-7.355, -1.303, 3.965]],
  "lowdin_spin": [2.6577, 0.0279, 0.2486, 0.0045, 0.0055, 0.0079, 0.0001, 0.0000, 0.0003, 0.0028, 0.0212, 0.0001, 0.0005, 0.0000, 0.0001, 0.0000, 0.0000, 0.0000, 0.0001, 0.0002, 0.0002, 0.0000, 0.0000, 0.0001, 0.0022, 0.0201, 0.0001, 0.0001, 0.0000, 0.0000, 0.0000, 0.0001, 0.0000, 0.0000, 0.0000, 0.0000, 0.0001, 0.0001, 0.0000, 0.0000, 0.0000, 0.0000, 0.0000, 0.0000, -0.0001, 0.0001, 0.0000, 0.0001, 0.0000, 0.0000, 0.0000, 0.0000, 0.0000, 0.0000, 0.0000, 0.0000, 0.0000, 0.0001, 0.0000, 0.0000, 0.0000, 0.0000, 0.0000, 0.0001, 0.0000, 0.0000, -0.0001, -0.0002, 0.0000, 0.0000, 0.0000, 0.0000, 0.0000, 0.0000, 0.0000, 0.0000, -0.0005, 0.0001, 0.0000, 0.0000, 0.0000],
  "orbital_gap_ev": [8.049, 8.099],
  "charge": 1,
  "spin_multiplicity": 4,
  "lumo_energy_ev": [-4.4273, -4.3771],
  "homo_ev": [-12.5, -12.5]
}